Record 1
Density functional theory data (wB97M-V/def2-TZVPD) for a structure of composition C19H13Br2N6O9RhS.

The calculation puts the molar mass at 764.13 Da. As for the orbital gap (alpha / beta): 7.064 / 5.140 eV. For the energy above the lowest of the compared OMol25 structures with the same formula, charge and spin, the calculation gives 21.73 kcal per mole.

Structure (ORCA input):
```
! RIJCOSX wB97M-V def2-TZVPD def2/J DEFGRID3
* xyz 0 5
Rh 12.74 9.77 11.46
Br 14.32 9.64 16.62
C 15.28 9.28 15.11
C 16.68 8.89 15.21
C 17.45 8.92 14.09
Br 19.29 8.74 14.25
C 16.92 9.35 12.77
C 17.65 9.43 11.52
C 16.94 9.84 10.39
C 15.57 10.15 10.45
N 14.91 9.99 11.52
C 15.56 9.66 12.65
C 14.62 9.60 13.83
O 13.40 9.89 13.78
H 17.09 8.58 16.13
H 18.70 9.20 11.62
H 17.66 9.91 9.53
H 14.98 10.48 9.54
C 8.95 13.23 11.13
N 10.34 13.04 10.88
C 10.93 13.63 9.69
C 11.06 12.31 11.73
O 12.31 12.14 11.55
H 8.35 12.64 10.42
H 8.79 14.32 11.02
H 8.68 12.98 12.17
H 11.69 14.43 9.92
H 10.12 14.16 9.19
H 11.33 12.85 9.06
H 10.51 11.88 12.65
O 6.28 11.83 7.03
N 7.43 11.52 6.69
O 7.91 11.65 5.55
C 8.28 11.02 7.75
C 9.65 10.93 7.51
C 10.44 10.39 8.48
C 9.93 10.12 9.78
O 10.59 9.83 10.79
C 8.49 10.13 9.86
C 7.66 10.49 8.87
N 7.83 9.70 11.21
O 8.32 10.25 12.15
O 6.92 8.90 11.19
N 11.90 10.30 8.20
O 12.65 9.80 9.06
O 12.40 10.65 7.18
H 10.02 11.28 6.59
H 6.58 10.30 8.95
S 15.31 6.63 11.03
C 13.80 7.13 11.31
N 12.71 7.54 11.52
*
```

Formally, the Löwdin partial charges of the atoms, in units of the elementary charge, are as follows: number 1, Rh, carries 1.187; number 2, Br, carries 0.918; number 3, C, carries -0.579; number 4, C, carries -0.155; number 5, C, carries -0.618; number 6, Br, carries 0.873; number 7, C, carries -0.167; number 8, C, carries -0.008; number 9, C, carries -0.020; number 10, C, carries -0.137; number 11, N, carries -0.008; number 12, C, carries -0.167; number 13, C, carries -0.342; number 14, O, carries -0.041; number 15, H, carries 0.095; number 16, H, carries 0.074; number 17, H, carries 0.132; number 18, H, carries 0.137; number 19, C, carries -0.047; number 20, N, carries -0.174; number 21, C, carries 0.001; number 22, C, carries -0.302; number 23, O, carries -0.114; number 24, H, carries 0.087; number 25, H, carries 0.103; number 26, H, carries 0.101; number 27, H, carries 0.119; number 28, H, carries 0.091; number 29, H, carries 0.068; number 30, H, carries 0.173; number 31, O, carries 0.059; number 32, N, carries -0.332; number 33, O, carries 0.059; number 34, C, carries -0.153; number 35, C, carries 0.082; number 36, C, carries -0.060; number 37, C, carries -0.317; number 38, O, carries -0.110; number 39, C, carries -0.038; number 40, C, carries 0.055; number 41, N, carries -0.333; number 42, O, carries 0.092; number 43, O, carries 0.107; number 44, N, carries -0.303; number 45, O, carries -0.042; number 46, O, carries 0.121; number 47, H, carries 0.126; number 48, H, carries 0.156; number 49, S, carries 0.563; number 50, C, carries -0.967; number 51, N, carries -0.045

Record 2
Density functional theory data (wB97M-V/def2-TZVPD) for a cluster of 2 separate species, C19H14FNO3 in total.

The calculation puts the molar mass at 323.32 Da. As for the orbital gap: 3.099 eV. For the energy above the lowest of the compared OMol25 structures with the same formula, charge and spin, the calculation gives 13.97 kcal per mole.

Structure (ORCA input):
```
! RIJCOSX wB97M-V def2-TZVPD def2/J DEFGRID3
* xyz 0 1
F 4.75 0.25 2.70
C 3.41 -0.08 2.69
C 3.05 -1.42 2.63
C 1.70 -1.73 2.55
C 0.70 -0.71 2.54
C -0.65 -1.15 2.41
C -1.89 -0.46 2.47
C -3.06 -1.27 2.66
C -4.32 -0.70 2.74
C -4.48 0.70 2.68
C -3.34 1.51 2.55
C -2.07 0.95 2.41
C 1.12 0.63 2.74
C 2.47 0.96 2.75
H 3.81 -2.20 2.62
H 1.38 -2.77 2.52
H -0.73 -2.25 2.34
H -2.92 -2.35 2.77
H -5.19 -1.35 2.82
H -5.48 1.14 2.71
H -3.45 2.59 2.53
H -1.22 1.60 2.23
H 0.40 1.42 2.91
H 2.80 1.98 2.79
O -0.67 -0.43 -0.63
C -1.45 -1.02 -1.40
C -1.59 -0.69 -2.84
N -0.62 0.29 -3.31
O 0.58 -0.01 -3.38
O -1.07 1.41 -3.64
C -2.67 -1.06 -3.63
C -3.58 -1.98 -3.13
C -3.44 -2.46 -1.81
C -2.40 -2.04 -1.01
H -2.75 -0.62 -4.64
H -4.39 -2.33 -3.78
H -4.15 -3.17 -1.40
H -2.29 -2.41 0.00
*
```

Formally, the Löwdin partial charges of the atoms, in units of the elementary charge, are as follows: number 1, F, carries 0.069; number 2, C, carries -0.197; number 3, C, carries 0.022; number 4, C, carries 0.023; number 5, C, carries -0.169; number 6, C, carries 0.115; number 7, C, carries -0.186; number 8, C, carries -0.007; number 9, C, carries -0.053; number 10, C, carries -0.025; number 11, C, carries -0.047; number 12, C, carries 0.018; number 13, C, carries 0.034; number 14, C, carries 0.031; number 15, H, carries 0.129; number 16, H, carries 0.125; number 17, H, carries 0.132; number 18, H, carries 0.123; number 19, H, carries 0.114; number 20, H, carries 0.120; number 21, H, carries 0.115; number 22, H, carries 0.103; number 23, H, carries 0.100; number 24, H, carries 0.128; number 25, O, carries -0.046; number 26, C, carries -0.412; number 27, C, carries -0.117; number 28, N, carries -0.341; number 29, O, carries 0.052; number 30, O, carries 0.037; number 31, C, carries -0.051; number 32, C, carries -0.135; number 33, C, carries -0.126; number 34, C, carries -0.055; number 35, H, carries 0.121; number 36, H, carries 0.089; number 37, H, carries 0.091; number 38, H, carries 0.074

Record 3
Density functional theory data (wB97M-V/def2-TZVPD) for an isolated molecule of C4H12N2S.

The calculation puts the molar mass at 120.22 Da. Its SMILES is CN[C@@H](CN)CS. As for the orbital gap: 9.203 eV. For the energy above the lowest of the compared OMol25 structures with the same formula, charge and spin, the calculation gives 18.19 kcal per mole.

Structure (ORCA input):
```
! RIJCOSX wB97M-V def2-TZVPD def2/J DEFGRID3
* xyz 0 1
C -0.99 0.70 2.43
N 0.36 0.49 1.92
C 0.41 -0.04 0.56
C -0.10 -1.48 0.44
N 0.36 -2.13 -0.79
C -0.31 0.97 -0.35
S 0.11 0.87 -2.15
H -1.70 -0.03 2.01
H -1.37 1.69 2.14
H -1.06 0.51 3.50
H 0.87 -0.11 2.55
H 1.46 -0.02 0.22
H 0.17 -2.04 1.34
H -1.19 -1.42 0.34
H -0.17 -2.97 -0.97
H 1.33 -2.40 -0.70
H 0.16 1.91 -0.08
H -1.40 0.97 -0.33
H 1.39 0.53 -2.16
*
```

Formally, the Löwdin partial charges of the atoms, in units of the elementary charge, are as follows: number 1, C, carries -0.128; number 2, N, carries -0.097; number 3, C, carries -0.439; number 4, C, carries -0.264; number 5, N, carries -0.010; number 6, C, carries -0.502; number 7, S, carries 0.668; number 8, H, carries 0.069; number 9, H, carries 0.076; number 10, H, carries 0.080; number 11, H, carries 0.097; number 12, H, carries 0.128; number 13, H, carries 0.112; number 14, H, carries 0.109; number 15, H, carries 0.066; number 16, H, carries 0.070; number 17, H, carries 0.061; number 18, H, carries 0.069; number 19, H, carries -0.165